78
Properties=species:S:1:pos:R:3:forces:R:3:mulliken_spin:R:1 method="wB97M-V/def2-TZVPD" spin_multiplicity=5 charge=0 lumo_energy_ha="0.00080 / -0.12531" total_energy_ev=-63257.702 relative_energy_ev=2.486
Pt -0.58893 -0.38438 0.30105 1.9762 -0.6045 -0.2498 1.28
P -1.26288 1.92228 -0.19908 -2.1679 1.7811 0.5870 0.13
Cl -2.12244 -1.05031 -1.24838 0.0129 -0.3059 -0.3463 0.27
C 0.94402 0.94493 -0.87944 4.1299 1.2821 -2.2749 1.00
H 1.70102 1.74948 -1.28106 -1.2135 -0.7229 0.1323 0.09
H 0.84840 0.58589 -1.94398 -0.1243 -0.9762 1.1890 -0.08
C -2.88150 1.61638 0.69399 0.0716 0.3786 -0.5272 0.06
C -1.62289 2.17828 -2.01501 0.0652 -0.3043 0.2818 0.12
C -3.84287 2.76685 1.00221 -0.2853 -0.1003 0.1054 0.02
H -3.37479 0.92770 -0.01036 -0.0052 0.0743 0.2004 -0.01
C -5.16143 2.19595 1.54995 -0.0452 -0.0907 0.0186 0.01
H -3.40042 3.43195 1.75652 -0.1130 -0.0988 -0.1503 0.00
H -4.05676 3.37214 0.10958 0.0876 -0.1961 0.2795 0.00
C -4.96822 1.23448 2.73448 -0.0046 0.1001 0.0304 0.00
H -5.81497 3.02425 1.85386 0.0414 -0.1943 -0.0972 0.00
H -5.67038 1.65713 0.73907 0.0484 0.1013 0.0602 0.00
C -3.87131 0.19273 2.49783 0.1474 -0.0597 -0.0529 -0.02
H -4.71699 1.81366 3.63069 -0.0011 0.0041 -0.0371 0.00
H -5.91608 0.72072 2.94489 0.1877 0.1548 0.0134 0.00
C -2.57944 0.83347 1.97447 -0.5479 -0.2457 0.1951 0.07
H -3.65721 -0.35897 3.42186 -0.1278 0.0783 -0.1504 0.00
H -4.21201 -0.54110 1.75409 0.0688 0.0807 0.0944 0.00
H -2.14759 1.50431 2.72958 0.0686 -0.1737 -0.0689 -0.01
H -1.82464 0.01343 1.78106 -0.8349 0.5567 0.7077 0.09
C -0.66534 3.61444 0.37855 0.1916 -0.2783 -0.2243 0.13
C -0.52351 2.97722 -2.72254 0.0761 0.1692 -0.1614 -0.02
H -1.60583 1.14691 -2.40042 0.0433 0.2419 -0.0284 0.03
C -0.70748 2.91056 -4.23851 -0.1111 -0.1102 -0.0383 0.01
H -0.54236 4.02655 -2.39626 0.0614 -0.2688 -0.1903 0.01
H 0.46312 2.58930 -2.46275 -0.1537 0.2008 -0.1457 -0.01
C -2.09814 3.38565 -4.67229 -0.0223 0.1995 0.0943 0.00
H 0.07088 3.51180 -4.72478 -0.1531 -0.1328 0.0086 0.00
H -0.56788 1.87039 -4.56361 0.0277 0.1102 0.0320 0.00
C -3.23516 2.74402 -3.86440 0.0248 -0.1562 -0.0710 0.00
H -2.15190 4.47909 -4.57037 0.0156 -0.1250 0.0205 0.00
H -2.24144 3.16042 -5.73445 -0.0095 0.1108 0.1102 0.00
C -3.00204 2.75680 -2.34777 -0.1706 0.2084 0.0101 0.01
H -4.18399 3.25211 -4.08783 0.2051 -0.1635 0.0083 0.00
H -3.34533 1.69996 -4.18263 -0.0253 0.0650 0.0241 0.00
H -3.08336 3.78946 -1.97519 -0.0230 -0.3044 -0.1188 0.00
H -3.79367 2.17628 -1.85613 0.1508 0.0993 -0.1241 0.00
C -0.52179 3.71687 1.89966 0.2255 0.0560 0.1857 0.05
H 0.33634 3.67363 -0.08305 -0.1039 0.1882 0.1624 0.00
C 0.20461 5.00783 2.30221 -0.0442 0.0236 -0.0897 0.00
H -1.51581 3.69285 2.36652 0.2079 0.0237 -0.0950 0.00
H 0.03935 2.86873 2.30327 -0.1631 0.1794 -0.0341 -0.02
C -0.47806 6.26651 1.75631 -0.0726 0.0053 -0.0389 0.00
H 0.26454 5.05835 3.39659 0.0609 0.0245 -0.1912 0.00
H 1.23476 4.96401 1.92201 -0.0904 -0.0272 0.0579 0.00
C -0.81597 6.15507 0.26212 0.2774 -0.1269 0.0431 0.01
H -1.39784 6.45645 2.32574 0.0793 -0.0632 -0.0772 0.00
H 0.17726 7.13354 1.91319 -0.1936 -0.1309 0.0320 0.00
C -1.48415 4.82236 -0.11431 -0.2718 0.2363 -0.0535 0.01
H -1.47364 6.98341 -0.03221 0.1614 -0.1505 0.0132 0.00
H 0.11236 6.25812 -0.32237 -0.1631 -0.0121 0.0859 0.00
H -2.48575 4.78899 0.33388 0.2588 0.0126 -0.0762 0.00
H -1.62953 4.80544 -1.20004 0.0335 0.0455 0.4610 -0.01
C 1.08174 0.46805 1.47234 2.1030 0.9610 1.8290 0.48
C 2.05786 1.20913 0.49995 -2.9625 -1.2159 0.4188 0.15
H 0.60706 1.21906 2.12157 -0.5310 -0.1894 -0.7821 -0.01
C 3.49579 0.73462 0.47918 0.8559 -0.6495 -0.9473 0.00
H 1.85464 2.29994 0.43015 0.8003 -0.6864 1.0284 0.02
C 3.72245 -0.72114 0.94147 -0.3838 -0.2581 -0.7799 0.00
H 3.88940 0.79765 -0.55062 -0.0741 0.2964 0.3139 0.01
H 4.15584 1.36130 1.11365 -0.7084 0.2055 -0.2718 0.01
C 3.18111 -0.91941 2.32383 -0.3144 0.1865 0.9683 0.02
H 3.27336 -1.44831 0.24928 -0.0951 0.4450 0.1808 0.00
H 4.79103 -0.98349 0.91177 -0.1924 0.4324 0.0682 0.00
C 1.67921 -0.52958 2.50617 0.1414 -1.1564 -0.5289 0.01
H 3.32612 -1.94920 2.66193 -0.0996 0.0702 -0.1676 0.00
H 3.76823 -0.29699 3.01952 -0.1056 -0.0361 -0.0975 0.00
H 1.08539 -1.47297 2.53188 0.2791 0.4844 -0.2947 0.03
H 1.55463 -0.14199 3.53171 -0.1600 0.2734 -0.4164 0.04
F 0.55483 -2.72038 0.51520 0.4703 -0.4735 -0.3557 -0.01
B 1.56854 -3.71236 0.03784 0.0272 -0.0826 0.0312 0.02
F 0.93436 -4.68485 -0.76492 0.5220 1.0295 0.6270 0.00
F 2.57188 -2.97479 -0.67946 -0.9732 -0.6413 0.1539 0.00
F 2.15722 -4.28177 1.18384 -0.3638 0.3356 -0.5088 0.00